1.
Density functional theory data (wB97M-V/def2-TZVPD) for 6 unconnected molecules or ions with the total composition C36H46ClF5I2NO21 in a non-equilibrium geometry.

Last column: Löwdin charge in e.
CARTESIAN COORDINATES (ANGSTROEM)
C1 -2.47994 -1.82504 1.92078  -0.08
C2 -1.34559 -1.09391 2.85488  -0.21
O1 -0.04040 -1.17735 2.18321  -0.23
C3 0.43657 0.12854 1.70846  -0.15
C4 -0.47439 0.82918 0.54121  0.07
C5 -1.07298 2.34640 0.88959  0.05
C6 -0.81356 3.15677 2.29152  -0.22
O2 -1.28318 2.60065 3.44359  0.00
O3 -0.09794 4.43450 2.44772  -0.08
C7 1.23928 4.40749 1.83711  -0.16
C8 1.40457 5.80831 0.97590  -0.05
C9 0.70402 5.77543 -0.50867  -0.28
O4 0.20418 6.95697 -0.96533  -0.10
O5 0.60745 4.61022 -1.40328  -0.03
C10 -1.98335 3.06987 -0.26635  -0.17
C11 -2.62438 4.54672 0.07002  -0.68
I1 -3.01173 5.78454 -1.71952  0.90
C12 -4.08425 4.46463 0.87130  -0.78
C13 -4.07228 5.35310 2.28596  -0.18
I2 -4.71920 2.42813 1.35822  0.82
C14 -2.19604 2.27702 -1.68347  0.07
N1 -1.63459 0.87489 -2.00234  -0.04
C15 -1.95461 0.35182 -3.38591  -0.09
C16 -3.60307 0.28890 -3.66340  -0.33
C17 -3.97725 1.44633 -4.81142  -0.07
O6 -4.04604 -0.99501 -4.23245  -0.08
C18 -0.81884 0.13641 -0.94164  0.04
C19 -0.23324 -1.37058 -1.19835  -0.11
C20 1.43783 -1.44145 -1.22071  -0.19
C21 2.01426 -2.65093 -0.23064  -0.51
Cl1 3.51123 -2.13337 0.76126  0.48
H1 -3.53549 -1.45659 2.32772  0.09
H2 -2.34459 -3.00152 2.01778  0.09
H3 -2.43522 -1.52301 0.77877  0.07
H4 -1.56191 0.02917 3.10058  0.12
H5 -1.24102 -1.73148 3.85881  0.13
H6 1.50735 -0.06935 1.21876  0.11
H7 0.63677 0.80171 2.64476  0.15
H8 1.46053 3.48128 1.15753  0.14
H9 2.10061 4.42953 2.65825  0.16
H10 2.56131 6.03228 0.79997  0.15
H11 0.90781 6.72264 1.55603  0.16
H12 0.13008 4.88656 -2.24126  0.11
H13 -1.93531 5.21937 0.76971  0.10
H14 -4.91742 4.97344 0.20314  0.05
H15 -3.46957 4.79516 3.13879  0.09
H16 -5.18022 5.46882 2.71147  0.09
H17 -3.67322 6.44259 2.12435  0.09
H18 -2.85500 2.82184 -2.50744  0.09
H19 -1.56689 1.18768 -4.14586  0.15
H20 -1.40094 -0.63087 -3.69145  0.14
H21 -4.21520 0.62075 -2.70061  0.15
H22 -3.96764 2.53984 -4.36923  0.08
H23 -4.99330 1.24038 -5.35439  0.10
H24 -3.13022 1.44183 -5.65195  0.10
H25 -3.50368 -1.73985 -3.82140  0.12
H26 -0.68907 -1.94285 -2.11037  0.12
H27 -0.53570 -2.01098 -0.23690  0.11
H28 1.82816 -1.71156 -2.30232  0.13
H29 1.93830 -0.42749 -0.91989  0.10
H30 1.22460 -3.03553 0.54306  0.04
H31 2.34638 -3.60917 -0.85915  0.10
C22 6.53251 0.06568 -0.32995  -0.09
C23 6.71884 -0.54777 -1.67556  -0.33
O7 7.75895 0.21488 -2.24425  0.14
C24 8.50739 0.63773 -1.18703  -0.50
O8 9.63669 1.08831 -1.28461  0.15
O9 7.84086 0.48815 -0.00177  0.07
F1 5.61134 -0.39057 -2.43478  0.07
H32 5.86492 0.93363 -0.34882  0.15
H33 6.15588 -0.65065 0.40518  0.11
H34 7.00760 -1.60397 -1.65125  0.18
C25 0.18160 -4.43831 4.86930  -0.07
C26 1.55280 -4.99103 4.67954  -0.32
O10 1.50971 -5.54131 3.38254  0.15
C27 0.59451 -4.78961 2.70873  -0.48
O11 0.47858 -4.77853 1.49452  0.11
O12 -0.17351 -4.04280 3.55956  0.05
F2 1.79611 -5.98950 5.55790  0.09
H35 -0.53154 -5.18815 5.22785  0.15
H36 0.16785 -3.58570 5.55358  0.15
H37 2.35023 -4.24237 4.73556  0.18
C28 -5.33506 10.34294 4.35601  -0.07
C29 -4.06361 9.67316 3.96042  -0.33
O13 -4.42234 8.31310 3.86856  0.12
C30 -5.74075 8.31666 3.52441  -0.49
O14 -6.33660 7.34625 3.08723  0.13
O15 -6.31301 9.54349 3.72162  0.08
F3 -3.12887 9.80259 4.92851  0.08
H38 -5.50189 10.32979 5.43832  0.15
H39 -5.38675 11.37734 4.00566  0.15
H40 -3.65708 10.01229 3.00165  0.18
C31 3.25897 -7.44778 -0.05880  -0.07
C32 3.80577 -8.10078 -1.28203  -0.32
O16 4.29753 -7.01954 -2.04095  0.14
C33 4.65333 -6.07597 -1.12457  -0.51
O17 5.36676 -5.11768 -1.37063  0.14
O18 4.11921 -6.33856 0.10720  0.07
F4 2.82257 -8.70379 -1.98727  0.07
H41 2.23123 -7.09336 -0.19120  0.15
H42 3.29366 -8.10493 0.81432  0.15
H43 4.61533 -8.81226 -1.08727  0.18
C34 1.62733 -7.80428 -4.95841  -0.07
C35 0.25091 -8.23867 -5.33051  -0.33
O19 -0.53693 -7.10036 -5.06512  0.14
C36 0.29885 -6.04002 -5.24905  -0.50
O20 -0.07700 -4.88703 -5.38031  0.13
O21 1.61067 -6.42711 -5.27635  0.08
F5 -0.17027 -9.24397 -4.53074  0.08
H44 1.83633 -7.92767 -3.89048  0.13
H45 2.39780 -8.32920 -5.52958  0.15
H46 0.13978 -8.52651 -6.38138  0.18

Forces on the atoms, in the same order (eV/Å):
-0.3 0.3 0.5
-0.5 -0.7 0.2
-0.3 2.0 -0.5
1.2 -0.8 -0.6
-2.4 3.0 -1.3
-0.5 -1.4 -4.1
-1.6 -2.5 6.6
2.9 3.6 -8.0
-0.7 -4.0 -1.7
2.0 1.4 -0.9
0.1 -0.8 -0.5
-2.8 5.7 -3.5
3.1 -7.6 2.8
0.2 2.7 2.3
1.9 -3.0 -0.8
-0.3 -0.7 1.1
0.4 -0.8 0.7
-0.3 2.3 0.4
-0.5 -0.6 0.4
0.1 0.8 -0.3
1.2 -0.1 3.0
0.8 2.1 4.7
-0.5 0.9 -1.9
-0.6 1.3 -0.8
1.0 -0.2 -0.5
2.0 0.6 1.7
-0.4 2.0 1.0
0.2 -0.3 1.2
0.7 -0.5 -0.3
-0.9 -1.0 -0.6
-1.3 -0.2 -0.9
2.2 -1.1 -0.9
-0.4 2.6 -0.2
0.1 -0.5 2.4
0.1 -2.1 -0.4
-0.3 1.6 -2.2
-2.4 0.3 1.1
-0.8 -0.8 -2.0
-0.8 1.7 1.2
-2.2 -0.1 -1.4
-2.6 -0.5 0.3
1.1 -2.1 -1.5
0.7 0.2 1.5
-1.1 -1.8 -1.7
1.8 -1.5 1.3
-1.0 1.2 -1.9
2.5 -0.3 -1.2
-0.6 -2.2 0.1
1.7 -1.5 1.8
-0.6 -1.9 1.8
-1.1 1.8 1.1
1.4 -1.1 -1.7
-0.2 -2.2 -0.7
1.9 0.3 1.4
-1.9 -0.1 1.8
-1.2 1.5 -0.7
0.8 1.5 1.6
0.4 1.6 -2.0
-1.0 0.8 2.1
-1.1 -1.9 -0.5
1.6 1.1 -1.5
-0.6 2.4 1.3
-0.7 -0.1 1.1
-0.4 -0.2 -0.6
0.3 -0.1 0.8
3.3 1.5 -0.1
-2.9 -1.1 0.3
0.6 0.1 -0.8
-0.3 -0.1 -0.3
0.0 -0.1 -0.3
0.2 0.1 -0.1
-0.2 0.1 -0.1
-0.7 0.5 1.0
0.5 -0.6 0.7
-0.6 0.9 -0.6
-0.5 0.1 -2.5
0.1 -0.1 2.6
0.6 -0.5 -1.1
0.2 0.0 0.0
0.3 -0.1 0.0
0.0 0.0 -0.3
0.0 -0.2 0.1
-0.4 1.2 0.4
0.8 0.1 0.4
-0.7 0.2 -0.5
-2.0 -2.1 -0.9
1.3 2.3 1.1
0.4 -1.2 -0.4
0.3 0.0 -0.1
0.3 -0.1 -0.1
-0.1 -0.2 0.0
0.1 0.0 0.2
-0.7 -0.3 1.1
-0.2 -0.5 -0.4
0.3 0.2 0.7
1.8 2.8 -0.3
-1.8 -2.2 0.6
0.6 0.3 -0.9
-0.1 -0.3 -0.2
0.1 -0.1 -0.2
0.1 0.2 -0.1
-0.2 0.0 -0.2
1.2 -0.6 0.2
-0.4 -0.8 0.2
0.6 0.6 -0.4
-0.6 2.8 -0.2
0.9 -2.5 0.4
-1.1 0.6 -0.1
-0.2 -0.2 -0.1
-0.3 -0.1 -0.2
-0.1 0.3 0.0
-0.1 -0.1 0.2

## Properties
* spin multiplicity: 1
* max |F|: 9.3 eV Å⁻¹
* net charge: +1
* HOMO: -0.4281 Ha



2.
Density functional theory data (wB97M-V/def2-TZVPD) for a molecular structure, C36H46PTb in a non-equilibrium geometry.

Last column: Mulliken spin population.
CARTESIAN COORDINATES (ANGSTROEM)
Tb1 10.94852 9.62042 15.36256  5.96
C1 13.23626 10.88226 15.70794  0.00
C2 12.98066 10.13380 16.91866  -0.02
C3 11.86230 10.77255 17.56127  -0.01
C4 11.41240 11.81876 16.67613  0.02
C5 12.28205 11.94864 15.57373  -0.03
C6 12.32787 13.09606 14.60718  0.01
C7 13.01579 14.30955 15.32144  0.00
C8 10.89111 13.61164 14.25872  0.00
C9 13.12687 12.70144 13.29460  0.00
C10 11.23242 10.60113 18.93385  0.00
C11 10.22482 11.75181 19.15220  0.00
C12 10.47945 9.26966 19.07842  0.00
C13 12.28340 10.71525 20.04682  0.00
C14 14.04450 9.11016 17.37590  0.01
C15 13.45143 7.98929 18.27254  0.01
C16 15.15427 9.92641 18.09284  0.00
C17 14.62525 8.38291 16.15080  -0.01
H1 14.15322 10.82608 15.13447  0.00
H2 10.66514 12.58295 16.95532  0.00
H3 12.45261 14.57817 16.21981  0.00
H4 13.09529 15.15049 14.64800  0.00
H5 14.05425 14.06751 15.64946  0.00
H6 10.31297 13.90112 15.16236  0.00
H7 10.27551 12.85019 13.71840  0.00
H8 11.04149 14.50498 13.67119  0.00
H9 14.13502 12.31588 13.58264  0.00
H10 13.25138 13.56503 12.62744  0.00
H11 12.63613 11.87768 12.72184  0.00
H12 9.41126 11.68786 18.40655  0.00
H13 10.74204 12.69348 19.08702  0.00
H14 9.77927 11.58514 20.14051  0.00
H15 9.55729 9.29961 18.48428  0.00
H16 10.11431 9.15485 20.13193  0.00
H17 11.07691 8.39880 18.81569  0.00
H18 12.90688 11.63855 19.92013  0.00
H19 12.95410 9.84210 20.18145  0.00
H20 11.72550 10.80084 21.01590  0.00
H21 13.23331 8.39277 19.27984  0.00
H22 14.16660 7.15578 18.36647  0.00
H23 12.54820 7.61321 17.83614  0.00
H24 14.79482 10.42259 18.98051  0.00
H25 15.52026 10.72098 17.38903  0.00
H26 16.02749 9.27195 18.39910  0.00
H27 13.85232 7.86223 15.58172  0.00
H28 15.38236 7.65012 16.43398  0.00
H29 15.09127 9.10240 15.42815  0.00
C18 9.29018 11.00093 7.99916  0.00
C19 10.23992 10.07197 8.39262  0.00
C20 10.51935 9.79091 9.71232  0.00
C21 9.82494 10.50093 10.73820  -0.01
C22 8.89380 11.48053 10.33038  0.00
C23 8.65069 11.73614 8.98772  0.00
P1 10.26809 10.35224 12.49050  0.05
C24 11.08018 8.72513 12.64359  0.02
C25 12.39069 8.51579 13.18913  0.02
C26 12.93978 7.21229 13.23117  0.00
C27 12.20149 6.13800 12.71941  -0.01
C28 10.93090 6.35270 12.19044  0.00
C29 10.33853 7.59805 12.19286  -0.02
C30 8.72778 10.14065 13.32981  0.00
C31 7.57166 9.74152 12.65719  0.00
C32 6.36178 9.69380 13.36521  0.00
C33 6.26279 10.19012 14.62998  0.00
C34 7.42375 10.61092 15.27012  -0.01
C35 8.70604 10.44327 14.70886  0.01
H30 9.06856 11.19873 6.95882  0.00
H31 10.82832 9.58398 7.61989  0.00
H32 11.28467 9.08271 9.98149  0.00
H33 8.40750 12.14268 11.05945  0.00
H34 7.96676 12.54247 8.75640  0.00
H35 12.95897 9.35383 13.52778  -0.02
H36 13.94887 7.01021 13.60812  0.00
H37 12.61167 5.13633 12.72095  0.00
H38 10.36667 5.52682 11.79304  0.00
H39 9.30166 7.71903 11.88530  0.00
H40 7.65826 9.45582 11.59488  0.00
H41 5.44736 9.33694 12.84871  0.00
H42 5.33724 10.32696 15.13322  0.00
H43 7.37244 11.05287 16.27370  0.00
C36 9.85616 7.49898 15.97130  0.02
H44 8.78155 7.55202 16.17472  0.00
H45 10.31450 6.97867 16.82372  0.00
H46 9.94168 6.88259 15.05497  0.00

Forces on the atoms, in the same order (eV/Å):
-1.6 -0.4 0.0
-0.6 1.0 0.5
0.4 0.8 -0.3
0.3 0.2 -0.8
0.3 0.8 0.7
0.9 -1.2 0.7
-0.2 0.5 -0.8
0.8 -1.1 0.2
0.0 -0.9 0.3
-0.1 -0.4 0.8
0.0 -0.3 0.0
-0.4 -1.3 0.1
-0.8 0.2 0.8
0.2 0.5 1.0
-0.5 -0.2 0.3
1.0 0.8 0.7
1.1 -0.6 -0.8
0.4 1.0 -0.8
-0.3 -0.2 -0.1
0.4 -0.9 -0.5
0.0 0.1 -0.2
-0.2 0.3 -0.2
-0.7 0.0 -0.2
0.5 -0.2 -0.4
0.6 0.7 0.3
-0.3 0.3 -0.4
-0.6 0.5 -0.2
0.0 -0.2 0.2
0.1 0.7 0.5
0.3 0.2 0.3
-0.1 0.5 0.2
0.1 0.4 -0.1
0.2 -0.2 -0.2
0.4 0.0 -0.7
-0.3 0.2 0.0
-0.5 -0.8 0.1
-0.5 0.7 -0.3
0.5 0.1 -0.7
0.1 -0.6 -0.6
-0.2 0.3 0.0
-0.5 -0.3 -0.3
-0.2 0.1 0.2
-0.2 -0.7 0.6
-0.9 0.6 -0.4
-0.1 -0.1 0.3
0.0 0.1 0.1
-0.2 -0.7 0.6
-0.1 0.4 0.5
0.4 -0.3 -0.9
-0.9 1.1 1.3
0.3 -0.2 -1.4
0.5 0.2 0.5
-0.1 -0.1 0.2
1.3 0.8 -0.1
0.2 -1.7 -0.4
-1.3 -1.1 -1.2
-0.4 0.0 -0.3
0.2 0.7 0.0
-0.2 -0.2 0.1
0.9 0.6 0.6
-1.4 -0.6 0.6
-0.3 -0.3 0.1
-0.7 -0.6 -2.3
1.2 0.8 0.8
0.8 -0.3 0.5
0.1 0.8 0.1
0.2 -0.1 0.0
-0.2 -0.1 0.1
0.1 -0.2 0.0
0.2 -0.5 -0.1
-0.1 -0.1 -0.2
0.5 0.6 0.1
-0.5 0.3 -0.1
0.1 0.1 0.0
-0.1 -0.3 0.0
0.3 0.0 -0.1
-0.4 0.2 0.6
0.7 0.2 0.3
-0.8 -0.1 0.2
-0.2 -0.4 -0.3
0.5 0.4 -0.1
0.0 0.2 0.1
0.0 -0.2 -0.2
0.1 -0.1 0.3

## Properties
* spin multiplicity: 7
* energy relative to the best compared isomer or geometry (same formula, charge and spin): 0.3 kcal per mole
* max |F|: 2.5 eV Å⁻¹
* net charge: 0
* HOMO (spin up / spin down): -0.2752 / -0.2728 Ha